1.
A structure of composition C49H94B2Br2O14, computed with ωB97M-V/def2-TZVPD.

```
161
Properties=species:S:1:pos:R:3
C 2.753 -1.718 -0.643
C 3.035 -0.543 -1.324
C 2.077 -0.017 -2.367
O 0.904 -0.836 -2.498
C -0.104 -0.076 -2.979
O -1.213 -0.540 -3.108
C 0.396 1.339 -3.274
O -0.507 2.391 -2.998
C -1.675 2.427 -3.820
C -2.807 3.069 -2.996
C -3.760 3.769 -4.003
C -3.616 1.957 -2.304
C -3.036 1.535 -0.948
C -3.505 0.141 -0.505
C -3.338 2.571 0.150
B 0.780 1.323 -4.861
C 0.661 0.065 -5.791
O 1.232 2.516 -5.325
C 1.615 1.455 -2.299
B 0.832 1.654 -0.912
O 0.471 0.564 -0.163
O 0.541 2.921 -0.429
C 2.687 2.495 -2.634
Br 4.007 1.826 -3.913
C 3.374 3.107 -1.358
C 2.832 4.511 -1.031
Br 5.312 3.390 -1.708
H 1.967 -1.696 0.108
H 3.241 -2.656 -0.876
H 3.949 0.020 -1.146
H 2.652 -0.260 -3.265
H -1.507 3.066 -4.691
H -2.019 1.437 -4.106
H -2.407 3.779 -2.274
H -3.670 3.242 -4.954
H -3.524 4.823 -4.120
H -4.799 3.640 -3.714
H -4.646 2.272 -2.131
H -3.680 1.069 -2.934
H -1.950 1.470 -1.060
H -2.689 -0.397 -0.019
H -3.843 -0.469 -1.339
H -4.304 0.196 0.235
H -4.300 2.386 0.613
H -3.269 3.577 -0.261
H -2.582 2.461 0.933
H 1.122 -0.834 -5.386
H 1.181 0.283 -6.729
H -0.378 -0.115 -6.070
H 1.328 2.496 -6.281
H -0.310 0.809 0.344
H -0.404 3.041 -0.295
H 2.201 3.322 -3.141
H 3.376 2.444 -0.500
H 2.294 4.923 -1.879
H 2.239 4.499 -0.126
H 3.665 5.180 -0.842
C 5.810 -3.071 3.357
C 6.448 -1.776 2.861
C 6.389 -1.959 1.351
O 5.227 -2.758 1.084
C 4.733 -3.306 2.308
H 5.411 -3.011 4.366
H 6.544 -3.882 3.330
H 5.835 -0.922 3.163
H 7.461 -1.614 3.228
H 7.264 -2.495 0.980
H 6.308 -1.012 0.814
H 3.806 -2.782 2.571
H 4.504 -4.363 2.164
C 7.210 -6.464 6.348
C 6.869 -5.715 7.631
C 6.008 -4.577 7.107
O 5.336 -5.074 5.946
C 5.918 -6.320 5.556
H 7.497 -7.502 6.506
H 8.028 -5.959 5.830
H 6.281 -6.358 8.291
H 7.742 -5.370 8.183
H 6.623 -3.720 6.807
H 5.269 -4.233 7.833
H 5.211 -7.121 5.800
H 6.079 -6.320 4.476
C -7.788 4.491 0.005
C -8.555 3.209 0.310
C -8.118 2.305 -0.834
O -6.788 2.701 -1.184
C -6.477 3.943 -0.542
H -7.655 5.136 0.867
H -8.309 5.061 -0.767
H -8.222 2.795 1.265
H -9.634 3.342 0.355
H -8.757 2.444 -1.714
H -8.122 1.248 -0.565
H -5.770 3.743 0.263
H -6.005 4.616 -1.260
C -10.758 8.059 2.660
C -11.518 6.773 2.970
C -11.072 5.869 1.829
O -9.743 6.273 1.485
C -9.441 7.518 2.123
H -10.627 8.711 3.522
H -11.279 8.623 1.883
H -11.185 6.365 3.926
H -12.599 6.899 3.012
H -11.710 5.997 0.948
H -11.069 4.813 2.103
H -8.731 7.326 2.934
H -8.970 8.187 1.402
C -10.421 3.405 -4.647
C -11.235 2.495 -5.563
C -11.918 1.577 -4.558
O -12.107 2.348 -3.368
C -11.357 3.560 -3.457
H -10.149 4.358 -5.100
H -9.502 2.899 -4.340
H -11.981 3.082 -6.104
H -10.635 1.953 -6.291
H -11.286 0.716 -4.314
H -12.884 1.210 -4.906
H -12.060 4.388 -3.610
H -10.825 3.727 -2.520
C 11.889 -3.816 10.372
C 10.571 -3.231 10.866
C 9.608 -3.669 9.772
O 10.107 -4.911 9.260
C 11.432 -5.130 9.755
H 12.632 -3.952 11.156
H 12.319 -3.170 9.603
H 10.293 -3.690 11.817
H 10.592 -2.151 11.003
H 9.584 -2.947 8.948
H 8.590 -3.810 10.138
H 11.392 -5.928 10.505
H 12.073 -5.458 8.936
C -2.177 -3.328 -4.666
C -1.483 -4.627 -5.067
C -2.175 -4.957 -6.383
O -2.534 -3.708 -6.977
C -2.373 -2.658 -6.017
H -1.607 -2.719 -3.969
H -3.146 -3.547 -4.212
H -0.419 -4.443 -5.236
H -1.577 -5.422 -4.328
H -3.090 -5.535 -6.215
H -1.536 -5.513 -7.071
H -1.493 -2.071 -6.298
H -3.248 -2.006 -6.045
C 9.036 -5.124 -1.926
C 10.405 -4.801 -1.335
C 10.179 -3.401 -0.782
O 8.802 -3.332 -0.399
C 8.101 -4.465 -0.922
H 8.847 -6.190 -2.042
H 8.932 -4.651 -2.905
H 10.633 -5.495 -0.522
H 11.218 -4.844 -2.057
H 10.362 -2.637 -1.545
H 10.805 -3.181 0.084
H 7.870 -5.140 -0.091
H 7.163 -4.134 -1.368
```

Calculated values
LUMO level = 0.0159 Eh
highest occupied orbital energy = -7.13 eV
largest force on an atom = 2.2 eV/A
net charge = 0
total energy = -222437.182 eV

=====

2.
A structure of composition C4BF12O9P2V, computed with ωB97M-V/def2-TZVPD.

```
29
Properties=species:S:1:pos:R:3
O 1.030 -0.594 -3.178
V -0.168 0.072 -2.407
P -2.207 -2.054 -1.920
F -2.116 -0.655 -1.082
F -2.715 -2.853 -0.637
F -3.721 -1.713 -2.297
F -2.197 -3.400 -2.786
F -1.671 -1.177 -3.233
F -0.624 -2.230 -1.503
P -1.179 2.692 -2.674
F -1.134 3.589 -3.978
F -1.470 1.361 -3.579
F 0.393 2.258 -2.892
F -1.153 1.621 -1.428
F -0.711 3.910 -1.765
F -2.718 2.914 -2.393
O 0.461 -0.023 -0.248
C 0.671 -0.267 0.920
O 1.814 -0.047 1.504
B 1.692 -0.405 2.940
O 0.399 -1.075 3.073
C -0.281 -0.899 1.970
O -1.400 -1.204 1.732
O 1.869 0.814 3.753
C 2.941 0.754 4.492
O 3.248 1.614 5.267
C 3.593 -0.632 4.225
O 2.828 -1.247 3.352
O 4.527 -1.122 4.771
```

Calculated values
LUMO level (alpha / beta) = -0.0136 / 0.0072 Eh
highest occupied orbital energy (alpha / beta) = -7.58 / -7.58 eV
largest force on an atom = 3.5 eV/A
multiplicity = 2
net charge = -1
total energy = -100148.093 eV
energy relative to the best compared isomer or geometry (same formula, charge and spin) = 31.5 kJ/mol

=====

3.
A structure of composition C4BInO8, computed with ωB97M-V/def2-TZVPD.

```
14
Properties=species:S:1:pos:R:3
In 4.270 1.715 -3.571
O -2.277 -2.689 1.485
C -1.739 -1.728 1.065
O -0.505 -1.435 0.952
B -0.327 -0.080 0.280
O -1.754 0.389 0.062
C -2.588 -0.511 0.436
O -3.762 -0.499 0.390
O 0.354 -0.129 -0.988
C 1.467 0.532 -0.908
O 2.301 0.625 -1.746
C 1.587 1.193 0.511
O 0.470 0.825 1.130
O 2.503 1.794 0.901
```

Calculated values
LUMO level = -0.5517 Eh
highest occupied orbital energy = -17.98 eV
largest force on an atom = 6.5 eV/A
net charge = +2
total energy = -26357.971 eV
energy relative to the best compared isomer or geometry (same formula, charge and spin) = 66.0 kJ/mol